Here is a molecular structure, C15H36Br12N4P in a non-equilibrium geometry from the Open Molecules 2025 dataset. Energies are from ωB97M-V/def2-TZVPD.

F_max, eV/Å: 5.516
E_tot, eV: -871890.2979
LUMO level, eV: -3.10
Orbital gap, eV: 8.552
HOMO, eV: -11.650

Structure (ORCA input):
```
! RIJCOSX wB97M-V def2-TZVPD def2/J DEFGRID3
* xyz 1 1
C 1.9521 -2.0753 0.2186
C 1.8107 -2.8757 -1.1336
N 1.0265 -4.1410 -1.0359
C -0.3556 -3.9535 -0.8571
N -1.0804 -5.0012 -0.1754
N -1.0832 -2.9512 -1.2754
P -2.8578 -2.8596 -1.0064
N -3.2463 -3.0660 0.5280
H 1.1628 -2.3085 0.9760
H 2.9731 -2.2644 0.6531
H 1.9599 -0.9819 -0.0606
H 1.4231 -2.2654 -1.9868
H 2.8507 -3.1828 -1.4427
H 1.3277 -4.6238 -0.1799
H -1.1568 -4.7955 0.8222
H -0.6219 -5.8950 -0.3577
H -0.6507 -2.1865 -1.7979
H -3.3333 -1.5695 -1.4849
H -3.4963 -3.9095 -1.7564
H -3.7179 -2.2218 0.8704
Br -0.6278 -1.0000 2.3653
C 0.7373 0.2989 2.8679
C 0.2084 1.2784 3.8807
Br -0.9456 2.6067 3.0409
H 1.0781 0.7744 1.9504
H 1.5508 -0.2905 3.2903
H 1.0235 1.8497 4.3246
H -0.3730 0.8084 4.6724
Br -2.5055 -1.1282 -5.5979
C -1.1478 0.0283 -4.8201
C 0.2045 -0.2452 -5.4179
Br 0.9601 -1.8903 -4.6926
H -1.1779 -0.1283 -3.7450
H -1.4709 1.0447 -5.0430
H 0.9096 0.5410 -5.1494
H 0.1881 -0.3557 -6.5003
Br 3.5665 -0.5815 -7.8622
C 3.1943 -2.4837 -8.0640
C 2.8922 -2.8338 -9.4979
Br 1.0881 -2.2889 -9.9924
H 2.3785 -2.7213 -7.3846
H 4.1001 -2.9878 -7.7278
H 2.9132 -3.9137 -9.6416
H 3.5712 -2.3643 -10.2060
Br 3.5449 3.4966 4.0053
C 2.2856 4.8003 4.7238
C 2.4714 4.9797 6.2087
Br 1.7055 3.4895 7.2050
H 1.2874 4.4604 4.4534
H 2.5037 5.7277 4.1951
H 1.9350 5.8611 6.5587
H 3.5153 5.0546 6.5044
Br -0.6913 2.9412 -1.9574
C -2.2284 2.6780 -0.7891
C -2.1550 1.3449 -0.0878
Br -2.6394 -0.1319 -1.2869
H -3.1185 2.7919 -1.4043
H -2.1836 3.4944 -0.0685
H -2.8803 1.2970 0.7247
H -1.1648 1.1182 0.3022
Br -3.3801 1.4185 6.0841
C -2.0204 2.7213 6.5858
C -2.5467 3.7028 7.6002
Br -3.7015 5.0314 6.7655
H -1.6813 3.1947 5.6677
H -1.2060 2.1329 7.0085
H -1.7292 4.2728 8.0411
H -3.1248 3.2324 8.3924
*
```

Just the Löwdin charges please, in e? Sure, here they are:
1 C -0.10
2 C -0.23
3 N 0.08
4 C -0.38
5 N 0.12
6 N -0.01
7 P 0.64
8 N -0.28
9 H -0.01
10 H 0.09
11 H 0.09
12 H 0.03
13 H 0.13
14 H 0.15
15 H 0.11
16 H 0.11
17 H 0.08
18 H -0.27
19 H 0.03
20 H -0.03
21 Br 0.68
22 C -0.65
23 C -0.65
24 Br 0.68
25 H 0.05
26 H 0.07
27 H 0.01
28 H 0.05
29 Br 0.62
30 C -0.72
31 C -0.65
32 Br 0.66
33 H -0.03
34 H 0.06
35 H 0.07
36 H 0.05
37 Br 0.60
38 C -0.70
39 C -0.69
40 Br 0.60
41 H 0.01
42 H 0.06
43 H 0.06
44 H 0.05
45 Br 0.62
46 C -0.68
47 C -0.67
48 Br 0.63
49 H 0.02
50 H 0.06
51 H 0.06
52 H 0.06
53 Br 0.63
54 C -0.67
55 C -0.63
56 Br 0.87
57 H 0.06
58 H 0.06
59 H 0.06
60 H 0.00
61 Br 0.61
62 C -0.75
63 C -0.69
64 Br 0.61
65 H -0.02
66 H 0.03
67 H 0.05
68 H 0.05

---

Here is a molecular structure, C15H36F2NO7Sr in a non-equilibrium geometry from the Open Molecules 2025 dataset. Energies are from ωB97M-V/def2-TZVPD.

F_max, eV/Å: 3.699
E_tot, eV: -38225.2456
LUMO level, eV: 1.42
Orbital gap, eV: 3.648
HOMO, eV: -2.228

Structure (ORCA input):
```
! RIJCOSX wB97M-V def2-TZVPD def2/J DEFGRID3
* xyz -1 1
Sr -0.1748 -3.0194 0.7800
C -0.4425 1.4892 -3.7095
C 0.3554 2.1683 -2.5340
C 0.7744 3.6093 -2.8810
C -0.3531 4.5711 -2.8584
C -1.0315 4.4803 -1.4759
C -1.5355 3.1392 -1.0417
N -0.4576 2.1476 -1.2872
O -0.4961 0.8463 -0.6824
C -2.7964 2.7637 -1.8643
C -1.9090 3.3053 0.4768
C 1.7082 1.3786 -2.4438
H -0.5065 0.4089 -3.5796
H 0.1441 1.6201 -4.6189
H -1.4772 1.7679 -3.9087
H 1.4113 3.6779 -3.7629
H 1.5011 3.9519 -2.1443
H -1.1170 4.5111 -3.6337
H -0.1078 5.6312 -2.9237
H -1.8877 5.1545 -1.4544
H -0.3002 4.8472 -0.7558
H -3.7278 3.1741 -1.4744
H -2.9894 1.6996 -1.7288
H -2.6910 3.0797 -2.9022
H -2.7579 3.9853 0.5466
H -1.0547 3.6980 1.0282
H -2.1190 2.3580 0.9735
H 1.4016 0.3383 -2.3345
H 2.3861 1.6737 -1.6429
H 2.1836 1.5280 -3.4132
F 2.2622 -4.4765 -1.1548
F -0.4086 -6.6232 0.2767
C -4.0372 -3.1151 -0.3966
C -3.5632 -3.6008 -1.7870
O -2.1551 -3.6042 -1.8138
O -3.5331 -3.6282 0.7667
H -5.0926 -3.3220 -0.2196
H -3.8365 -2.0704 -0.1588
H -4.0244 -2.9779 -2.5534
H -3.7294 -4.6539 -2.0137
H -1.9982 -4.2660 -2.4912
H -4.3217 -3.9759 1.1894
C 1.2256 -2.6633 4.7532
C -0.2866 -2.4411 5.0467
O -0.8136 -1.8394 3.9448
O 1.4698 -3.6770 3.8365
H 1.7603 -2.9715 5.6516
H 1.6369 -1.7263 4.3776
H -0.4390 -1.8521 5.9511
H -0.8220 -3.3766 5.2087
H -1.7151 -1.5958 4.1673
H 2.3942 -3.9277 3.7707
C 4.6960 -0.9651 1.2459
C 5.3665 -1.1377 2.6833
O 4.8189 -0.0737 3.4929
O 3.3271 -1.0132 1.4057
H 5.1351 -1.7130 0.5856
H 5.0762 -0.0386 0.8157
H 6.4492 -1.2481 2.6230
H 4.9649 -2.0514 3.1215
H 5.1205 0.7792 3.1719
H 3.1395 -0.1386 1.7541
*
```

Just the Löwdin charges please, in e? Sure, here they are:
1 Sr 1.55
2 C -0.04
3 C -0.48
4 C -0.18
5 C -0.20
6 C -0.18
7 C -0.52
8 N -0.21
9 O -0.37
10 C -0.05
11 C -0.05
12 C -0.05
13 H 0.07
14 H 0.06
15 H 0.05
16 H 0.11
17 H 0.11
18 H 0.10
19 H 0.10
20 H 0.11
21 H 0.11
22 H 0.06
23 H 0.07
24 H 0.05
25 H 0.07
26 H 0.07
27 H 0.06
28 H 0.06
29 H 0.07
30 H 0.07
31 F -0.85
32 F -0.87
33 C -0.26
34 C -0.21
35 O -0.09
36 O -0.09
37 H 0.12
38 H 0.12
39 H 0.12
40 H 0.13
41 H 0.10
42 H 0.09
43 C -0.24
44 C -0.26
45 O -0.07
46 O -0.07
47 H 0.12
48 H 0.12
49 H 0.12
50 H 0.12
51 H 0.10
52 H 0.10
53 C -0.26
54 C -0.20
55 O -0.09
56 O -0.05
57 H 0.12
58 H 0.11
59 H 0.11
60 H 0.10
61 H 0.08
62 H 0.09

---

Here is 3 unconnected molecules or ions with the total composition C15H37B3N2O7 in a non-equilibrium geometry from the Open Molecules 2025 dataset. Energies are from ωB97M-V/def2-TZVPD.

F_max, eV/Å: 3.840
E_tot, eV: -35500.5537
LUMO level, eV: 0.49
SMILES string: CC(=O)OCCCCCB1OBOBO1.COC[C@@H](C)N.COC[C@@H](C)N
Orbital gap, eV: 9.529
HOMO, eV: -9.036

Structure (ORCA input):
```
! RIJCOSX wB97M-V def2-TZVPD def2/J DEFGRID3
* xyz 0 1
C 1.3606 -1.5193 1.0114
C 0.7095 -1.2812 -0.4191
O 0.2377 -2.2381 -1.0429
O 0.7144 0.0207 -0.9705
C -0.6467 0.5726 -0.9854
C -0.8818 1.4551 0.3413
C -2.4403 1.6858 0.6586
C -2.7751 1.0720 2.1029
C -3.0288 -0.4988 1.9224
B -4.5389 -0.8594 1.4246
O -5.1370 -2.1745 1.6230
B -5.1579 -2.7187 0.2707
O -5.5589 -1.9286 -0.8615
B -5.5707 -0.5194 -0.5812
O -5.3865 0.0838 0.7068
H 0.6995 -1.0832 1.8265
H 1.5442 -2.6303 1.1937
H 2.3598 -0.9765 1.0688
H -0.7703 1.2394 -1.8954
H -1.4229 -0.2541 -1.0252
H -0.3939 2.4641 0.1787
H -0.3583 0.9493 1.2230
H -2.6077 2.8180 0.6455
H -3.0639 1.2226 -0.1698
H -3.6712 1.5908 2.5702
H -1.8491 1.2133 2.7597
H -2.3442 -0.8360 1.0590
H -2.7961 -1.1214 2.8494
H -4.7966 -3.8518 0.1880
H -5.7453 0.2265 -1.4962
C 1.6219 7.1776 1.7626
C 0.2733 6.8793 1.1137
C -0.6353 5.9716 1.9671
O -0.2714 4.5955 1.9519
C 0.7825 4.2568 2.8381
N 0.5040 6.3120 -0.2204
H 2.3153 6.3379 1.6942
H 2.1013 8.0240 1.2640
H 1.5016 7.4370 2.8181
H -0.2448 7.8367 0.9937
H -1.6438 6.0118 1.5429
H -0.7178 6.3385 2.9975
H 0.7543 4.8469 3.7582
H 1.7465 4.3716 2.3394
H 0.6767 3.2017 3.1008
H -0.3932 6.2094 -0.6911
H 0.8202 5.3509 -0.0926
C 2.3140 -6.4448 -3.6675
C 2.0523 -5.4160 -2.5711
C 3.1105 -4.2968 -2.5094
O 4.3439 -4.6869 -1.9132
C 5.2250 -5.3766 -2.7834
N 1.9284 -6.1135 -1.2857
H 3.1089 -7.1450 -3.4051
H 1.4154 -7.0409 -3.8476
H 2.5845 -5.9569 -4.6080
H 1.0914 -4.9421 -2.7972
H 2.7171 -3.4983 -1.8723
H 3.2819 -3.8495 -3.4962
H 5.1592 -5.0113 -3.8120
H 5.0295 -6.4498 -2.7456
H 6.2448 -5.2193 -2.4256
H 1.6528 -5.4388 -0.5745
H 2.8661 -6.3953 -1.0004
*
```

Just the Löwdin charges please, in e? Sure, here they are:
1 C 0.01
2 C -0.44
3 O 0.06
4 O -0.07
5 C -0.16
6 C -0.16
7 C -0.18
8 C -0.19
9 C -0.06
10 B -0.44
11 O 0.17
12 B -0.23
13 O 0.16
14 B -0.27
15 O 0.18
16 H 0.08
17 H 0.09
18 H 0.09
19 H 0.14
20 H 0.12
21 H 0.10
22 H 0.10
23 H 0.11
24 H 0.11
25 H 0.12
26 H 0.11
27 H 0.12
28 H 0.12
29 H 0.11
30 H 0.11
31 C -0.07
32 C -0.43
33 C -0.20
34 O -0.21
35 C -0.10
36 N 0.04
37 H 0.06
38 H 0.08
39 H 0.08
40 H 0.13
41 H 0.12
42 H 0.12
43 H 0.09
44 H 0.08
45 H 0.08
46 H 0.07
47 H 0.07
48 C -0.07
49 C -0.43
50 C -0.20
51 O -0.19
52 C -0.11
53 N 0.04
54 H 0.06
55 H 0.08
56 H 0.08
57 H 0.13
58 H 0.11
59 H 0.12
60 H 0.09
61 H 0.07
62 H 0.09
63 H 0.07
64 H 0.07

---

Here is 3 unconnected molecules or ions with the total composition C15H37ClN3O5 in a non-equilibrium geometry from the Open Molecules 2025 dataset. Energies are from ωB97M-V/def2-TZVPD.

F_max, eV/Å: 3.798
E_tot, eV: -43371.9828
LUMO level, eV: -4.67
Orbital gap, eV: 6.039
HOMO, eV: -10.706

Structure (ORCA input):
```
! RIJCOSX wB97M-V def2-TZVPD def2/J DEFGRID3
* xyz 1 1
Cl 3.5339 4.7660 -1.7970
N 2.3230 3.8411 -0.9768
C 1.0113 3.7220 -1.7350
C -0.0940 4.0230 -0.7797
C -1.5102 4.0827 -1.3672
O -0.7558 5.2006 -0.9447
H 2.6956 2.8901 -0.8636
H 2.1259 4.2168 -0.0472
H 0.9025 4.4377 -2.5400
H 0.8650 2.6858 -2.0219
H 0.0151 3.6190 0.2229
H -1.3245 3.7670 -2.3827
H -1.9406 3.4896 -0.5745
C -4.1483 2.2330 0.2214
O -2.9667 1.4476 0.1848
C -2.5432 0.9953 1.4713
C -2.7340 -0.4968 1.6307
N -4.1419 -0.8489 1.7113
C -4.4203 -2.2843 1.6504
C -4.0355 -3.0462 0.3869
O -4.7932 -2.7066 -0.7581
C -4.3461 -1.5809 -1.4825
H -4.2881 2.6682 -0.7670
H -5.0297 1.6310 0.4549
H -4.0623 3.0429 0.9516
H -3.0551 1.5456 2.2650
H -1.4720 1.2148 1.5543
H -2.2364 -0.8186 2.5505
H -2.2284 -0.9882 0.7855
H -4.6411 -0.3916 0.9605
H -5.4956 -2.4056 1.7935
H -3.9338 -2.7636 2.5054
H -4.2461 -4.1012 0.5747
H -2.9621 -2.9812 0.1660
H -3.2569 -1.4798 -1.4442
H -4.8127 -0.6576 -1.1246
H -4.6452 -1.7173 -2.5217
C 1.4171 -0.3581 -1.6140
O 2.1135 0.2051 -0.5069
C 1.6970 -0.3245 0.7587
C 2.7591 -1.2063 1.3750
N 2.9071 -2.4523 0.6387
C 4.0493 -3.2752 1.0405
C 5.4533 -2.7093 0.8614
O 5.8579 -2.5572 -0.4864
C 5.4621 -1.3615 -1.1189
H 1.6781 0.2239 -2.4985
H 1.7172 -1.3931 -1.7885
H 0.3341 -0.3123 -1.4678
H 0.7499 -0.8610 0.6577
H 1.5245 0.5277 1.4240
H 2.4664 -1.4367 2.4030
H 3.6937 -0.6282 1.4142
H 2.9900 -2.2476 -0.3478
H 3.9916 -4.2005 0.4644
H 3.9184 -3.5510 2.0910
H 6.1459 -3.4342 1.2937
H 5.6047 -1.7725 1.4124
H 5.4266 -0.5232 -0.4155
H 4.4906 -1.4676 -1.6138
H 6.1992 -1.1362 -1.8898
*
```

Just the Löwdin charges please, in e? Sure, here they are:
1 Cl 0.80
2 N -0.31
3 C -0.11
4 C -0.35
5 C -0.01
6 O 0.01
7 H 0.13
8 H 0.15
9 H 0.14
10 H 0.13
11 H 0.15
12 H 0.13
13 H 0.10
14 C -0.11
15 O -0.22
16 C -0.21
17 C -0.22
18 N -0.05
19 C -0.19
20 C -0.22
21 O -0.17
22 C -0.10
23 H 0.09
24 H 0.09
25 H 0.09
26 H 0.13
27 H 0.11
28 H 0.13
29 H 0.10
30 H 0.07
31 H 0.12
32 H 0.12
33 H 0.12
34 H 0.11
35 H 0.08
36 H 0.07
37 H 0.09
38 C -0.10
39 O -0.23
40 C -0.21
41 C -0.22
42 N -0.05
43 C -0.19
44 C -0.22
45 O -0.17
46 C -0.11
47 H 0.08
48 H 0.09
49 H 0.09
50 H 0.12
51 H 0.11
52 H 0.13
53 H 0.11
54 H 0.07
55 H 0.12
56 H 0.12
57 H 0.13
58 H 0.11
59 H 0.08
60 H 0.07
61 H 0.09